1.
ORCA calculation (the ωB97M-V functional and the def2-TZVPD basis) on 11 unconnected molecules or ions with the total composition C49H55N11.

Values from the calculation:
max |F|: 4.0 eV/A
orbital gap: 8.43 eV
ΔE to the lowest compared entry with this formula, charge and spin: 28.8 kcal per mole
SMILES string: c1cc[nH]c1.c1cc[nH]c1.c1cc[nH]c1.c1cc[nH]c1.c1cc[nH]c1.c1cc[nH]c1.c1ccncc1.c1ccncc1.c1ccncc1.c1ccncc1.c1ccncc1
DFT total energy: -68091.754 eV

Atoms and positions in Å:
N -8.4816 10.2422 11.4931
C -8.5966 11.5782 11.2108
C -9.0378 11.8017 9.9854
C -9.2127 10.5457 9.3675
C -8.8437 9.6300 10.3172
H -7.9639 9.8394 12.2612
H -8.3882 12.2633 12.0193
H -9.2596 12.7728 9.5679
H -9.4856 10.4056 8.3320
H -8.6327 8.5779 10.1952
N -10.3920 6.2302 4.3922
C -10.4617 6.4536 5.7287
C -10.3545 7.8538 5.9188
C -10.2555 8.4425 4.6224
C -10.2167 7.3920 3.7584
H -10.5385 5.3452 3.9281
H -10.4564 5.6185 6.4135
H -10.4075 8.3894 6.8552
H -10.2756 9.4602 4.2615
H -10.2471 7.4219 2.6792
N -12.1442 9.3299 9.7304
C -13.1533 8.8939 8.8795
C -14.2675 9.6135 8.9983
C -14.0643 10.5664 10.0005
C -12.7411 10.3424 10.5035
H -11.2261 8.9294 9.8596
H -13.0512 8.1130 8.1404
H -15.1230 9.4558 8.3582
H -14.7262 11.3325 10.3766
H -12.1825 10.8936 11.2454
N -12.1358 17.4073 9.1082
C -11.4507 16.6834 10.0396
C -10.9582 15.6090 9.3896
C -11.2741 15.6625 7.9989
C -11.9506 16.8331 7.8914
H -12.6416 18.2536 9.3277
H -11.5210 17.0350 11.0584
H -10.5213 14.7658 9.9039
H -11.0036 14.9915 7.1971
H -12.3996 17.2731 7.0132
N -6.9115 7.4862 13.1273
C -6.0478 8.1111 12.2568
C -5.6049 9.3457 12.8041
C -6.2574 9.4277 14.0283
C -7.0898 8.3594 14.1194
H -7.3799 6.5925 13.0828
H -5.7062 7.6508 11.3415
H -4.9016 10.0057 12.3182
H -6.1868 10.2526 14.7219
H -7.8748 8.1831 14.8399
N -8.6138 5.6685 10.2851
C -9.1726 6.0863 9.0913
C -10.3545 6.6915 9.3874
C -10.6620 6.4696 10.7543
C -9.5017 5.9156 11.2761
H -7.6835 5.2823 10.3582
H -8.6297 5.8602 8.1855
H -11.0439 7.1137 8.6712
H -11.4539 6.9017 11.3480
H -9.2842 5.6614 12.3029
N -7.7402 13.0376 14.4818
C -6.7410 13.7843 14.9871
C -6.9349 14.8814 15.7168
C -8.2320 15.2855 15.9902
C -9.3253 14.5517 15.5239
C -9.0457 13.3739 14.7908
H -5.7490 13.4746 14.6930
H -6.1170 15.5102 16.0362
H -8.3907 16.1738 16.5837
H -10.3081 14.8556 15.8529
H -9.7513 12.5986 14.5307
N -4.2290 11.5159 10.0007
C -5.4516 11.8520 9.4676
C -5.7846 13.1030 8.9308
C -4.7145 13.9735 8.7963
C -3.4501 13.7000 9.2376
C -3.2711 12.4705 9.8400
H -6.2724 11.1578 9.5711
H -6.7327 13.4492 8.5467
H -4.9026 14.8938 8.2633
H -2.6015 14.3680 9.2245
H -2.3702 12.1879 10.3644
N -5.9004 5.9163 7.4332
C -5.5230 6.6864 8.4846
C -5.8703 8.0521 8.5781
C -6.5979 8.6534 7.5678
C -6.9451 7.8521 6.4109
C -6.5055 6.4947 6.3839
H -4.8278 6.2850 9.2071
H -5.5187 8.7216 9.3491
H -6.7732 9.7159 7.6504
H -7.5389 8.2688 5.6108
H -6.6453 5.8868 5.5022
N -8.6497 18.7556 11.5281
C -9.3494 18.1572 12.4875
C -9.2657 16.7557 12.8577
C -8.4567 15.9326 12.0805
C -7.7642 16.4639 10.9977
C -7.9014 17.8489 10.7884
H -9.9680 18.8084 13.0872
H -9.8068 16.3935 13.7194
H -8.2954 14.8988 12.3481
H -7.1039 15.8948 10.3600
H -7.1942 18.1409 10.0262
N -10.4167 8.9270 16.2913
C -10.1391 9.7114 15.2470
C -11.0917 9.9901 14.2445
C -12.3853 9.4645 14.3516
C -12.6463 8.6359 15.3998
C -11.6824 8.3909 16.3770
H -9.1685 10.1835 15.2073
H -10.7778 10.5293 13.3630
H -13.0995 9.5296 13.5441
H -13.5809 8.0977 15.4585
H -11.7949 7.6361 17.1411

Cartesian forces, eV/Å:
-0.60 0.70 -1.91
0.98 0.68 3.86
-0.91 0.87 -1.80
0.38 -0.10 0.07
0.70 -1.73 -0.17
-0.07 0.02 -0.05
0.09 0.20 -0.11
0.02 -0.05 0.00
-0.09 -0.36 0.17
-0.33 -0.09 0.01
0.19 -0.96 0.28
0.33 1.58 0.84
-0.50 -1.16 -0.22
0.16 -0.52 0.39
-0.62 0.79 -2.16
0.21 0.20 0.24
-0.22 0.24 0.11
0.09 -0.18 0.02
0.18 0.06 0.51
0.14 -0.01 0.02
-2.74 0.86 0.49
2.18 -1.42 -0.79
-1.31 0.64 -0.17
2.50 0.09 1.81
-1.10 -0.03 -1.54
-0.15 0.19 0.01
0.56 -0.11 0.19
-0.08 0.13 0.20
0.00 -0.11 -0.07
0.02 -0.09 -0.09
0.33 0.63 -0.02
-1.11 0.70 0.24
0.93 -2.05 0.47
0.32 0.54 0.96
-1.37 0.68 -1.50
0.22 -0.19 -0.40
0.37 -0.51 0.02
0.31 0.08 -0.08
-0.05 0.04 0.22
0.04 0.05 0.04
0.56 0.94 -1.26
1.53 0.57 -0.58
-0.30 -2.66 -1.53
-0.34 1.33 0.43
-1.40 -0.23 2.86
0.21 0.38 -0.42
-0.17 -0.12 0.13
-0.07 0.00 0.09
-0.22 -0.09 0.04
0.28 -0.13 0.27
-0.30 0.04 -0.84
1.20 -0.07 0.34
-1.40 -0.62 -0.75
1.83 0.61 0.50
-0.79 -0.14 0.99
-0.33 -0.03 0.08
-0.18 0.44 -0.09
0.13 -0.12 -0.12
-0.13 -0.25 -0.17
-0.01 -0.05 -0.05
-1.65 0.19 0.78
-0.34 -2.10 -2.15
-0.56 2.35 1.26
-0.49 -0.15 -0.18
0.87 -0.90 0.16
2.54 0.55 0.55
0.17 -0.14 0.03
0.16 -0.16 0.15
-0.10 0.10 0.01
-0.23 -0.20 -0.31
-0.41 0.36 -0.27
-1.19 1.68 -1.63
0.12 0.26 0.89
1.81 -0.47 0.04
-0.66 1.18 -0.93
0.49 -0.89 0.67
-0.81 -1.50 1.18
0.11 -0.53 0.17
-0.27 -0.63 0.19
0.03 0.36 0.13
-0.19 0.25 -0.33
0.46 0.22 -0.29
0.97 0.54 0.37
-0.87 1.03 -1.25
0.28 -0.47 -0.49
-0.20 -1.84 -1.82
0.96 -0.04 1.79
-0.60 1.80 1.24
-0.23 -0.51 0.18
0.19 -0.33 0.40
-0.42 0.00 -0.26
0.16 -0.02 -0.16
-0.23 -0.15 0.00
0.93 -2.49 -1.17
0.34 -1.53 0.72
0.36 1.78 -1.35
-0.06 -0.08 0.48
-1.06 1.73 0.75
0.37 -0.42 0.63
-0.16 0.11 0.11
-0.01 0.02 -0.10
-0.21 -0.22 0.09
-0.04 -0.09 0.06
-0.41 1.22 -0.24
-1.24 -0.40 0.18
-1.65 0.06 -0.11
0.06 -0.27 0.35
1.37 0.18 -0.98
-0.23 -0.95 1.60
2.03 0.68 -1.31
0.26 -0.16 -0.02
-0.05 0.23 -0.06
-0.05 0.39 -0.07
-0.19 0.09 0.07
-0.27 0.19 0.23

---

2.
ORCA calculation (the ωB97M-V functional and the def2-TZVPD basis) on a molecular structure, C49H56N5O5PtS.

Values from the calculation:
multiplicity: 3
max |F|: 3.2 eV/A
orbital gap (alpha / beta): 6.70 / 6.83 eV
net charge: -1
ΔE to the lowest compared entry with this formula, charge and spin: 9.9 kcal per mole
DFT total energy: -83493.297 eV

Atoms and positions in Å:
Pt -1.6409 -0.2946 0.0269
O -3.7486 -7.0827 0.9443
C -2.6506 -6.4834 0.8599
O -1.4717 -6.9036 0.7116
C -2.6384 -4.9452 1.0872
C -1.3810 -4.4370 1.4849
C -1.0959 -3.0922 1.4289
N -1.9665 -2.2021 0.8715
C -3.1841 -2.6158 0.5580
C -3.5416 -3.9786 0.6822
C -4.0851 -1.5782 -0.0854
O -5.1337 -1.9187 -0.6048
O -3.7095 -0.3526 -0.0457
H -0.6478 -5.2120 1.8242
H -0.1332 -2.6024 1.7644
H -4.5073 -4.2165 0.4243
C 0.8990 3.1386 2.5407
C 1.1608 1.6509 2.8610
C 1.7319 0.9787 1.6228
C 0.0482 0.8166 3.5078
C 0.4029 0.2621 4.7602
C -0.5105 -0.4150 5.5211
C -1.7992 -0.5731 5.0485
C -2.1692 -0.1153 3.8093
C -3.6326 -0.2590 3.2747
C -4.4453 0.9929 3.7360
C -4.4180 -1.5157 3.5300
C -1.2643 0.5786 3.0385
N -1.5769 1.0429 1.7450
C -2.1371 2.1871 1.6183
C -2.6686 2.7526 0.3859
C -3.3998 3.9672 0.6077
C -3.7436 4.8501 -0.3738
C -3.4168 4.4446 -1.7052
C -2.7598 3.2812 -1.9520
C -2.3272 2.3944 -0.9371
N -1.5935 1.2964 -1.2404
C -0.9620 1.1978 -2.5355
C 0.2587 1.8489 -2.7667
C 0.8009 1.7336 -4.0646
C 0.2284 0.9113 -5.0157
C -1.0105 0.3484 -4.8114
C -1.6388 0.5104 -3.5246
C -3.0667 0.0476 -3.3851
C -3.1923 -1.4327 -3.0173
C -3.9114 0.3669 -4.6242
C 0.8742 2.6229 -1.6346
C 2.3841 2.4247 -1.5279
C 0.5193 4.1667 -1.6657
H 1.8758 3.6440 2.4122
H 0.4666 3.6362 3.4353
H 0.2389 3.3433 1.7006
H 1.9474 1.6230 3.6608
H 0.9843 1.0231 0.7696
H 1.8894 -0.1198 1.8632
H 2.6085 1.4659 1.2494
H 1.4765 0.3091 5.0860
H -0.2144 -0.7770 6.4731
H -2.5152 -1.1528 5.6188
H -3.5153 -0.2874 2.1861
H -5.0931 0.7867 4.5908
H -5.1152 1.3985 2.9819
H -3.8561 1.8390 4.0624
H -4.7670 -1.5947 4.5553
H -3.8697 -2.3857 3.1831
H -5.3354 -1.4836 2.9087
H -2.3026 2.8244 2.5245
H -3.6646 4.2542 1.6479
H -4.3752 5.7171 -0.1515
H -3.8229 5.0563 -2.4953
H -2.5719 3.0097 -2.9851
H 1.7526 2.2762 -4.3784
H 0.8495 0.7960 -5.9147
H -1.5053 -0.2547 -5.5933
H -3.4785 0.6268 -2.5808
H -2.7260 -2.0253 -3.8663
H -4.1946 -1.6480 -2.7522
H -2.5765 -1.6555 -2.1754
H -3.5903 -0.3060 -5.4349
H -3.8691 1.3703 -5.0546
H -4.9657 0.0858 -4.4314
H 0.3285 2.3254 -0.7145
H 2.8262 2.6321 -2.5144
H 2.5798 1.3857 -1.2997
H 2.8737 2.9986 -0.7522
H 0.7303 4.5585 -2.6521
H 1.0622 4.8096 -0.9859
H -0.5144 4.3991 -1.5528
C 5.4640 -2.6603 1.1537
C 3.9926 -2.6913 1.6126
C 3.0956 -3.1890 0.4443
N 3.4089 -2.4343 -0.7707
C 2.5625 -1.5578 -1.3119
S 1.0232 -1.1079 -0.8859
N 2.9696 -0.9641 -2.4894
C 4.1805 -0.5233 -2.9258
O 4.3134 -0.0185 -4.0201
C 5.3428 -0.5655 -1.9990
C 6.5583 -1.0633 -2.4767
C 7.6900 -1.0312 -1.7135
C 7.6241 -0.2710 -0.5443
C 6.4591 0.2300 -0.0276
C 5.3226 0.1471 -0.7889
H 6.0544 -2.2382 1.9643
H 5.6963 -2.0580 0.2946
H 5.8520 -3.6827 1.0403
H 3.7296 -1.7108 1.9097
H 3.9096 -3.4276 2.3925
H 2.0649 -2.9547 0.6515
H 3.3405 -4.2149 0.2196
H 4.2405 -2.6371 -1.2846
H 2.2091 -0.5210 -2.9864
H 6.5931 -1.5522 -3.4457
H 8.6110 -1.5036 -1.9769
H 8.5451 -0.2606 0.1117
H 6.5209 0.7962 0.8851
H 4.4463 0.5743 -0.4147

Cartesian forces, eV/Å:
1.29 -0.14 0.03
0.97 0.71 -0.39
-0.33 -0.82 0.97
-1.10 -0.12 -0.24
1.33 1.06 -0.65
0.54 -0.61 0.81
0.75 1.13 0.02
0.71 -0.18 0.66
0.09 -1.27 -0.19
1.15 1.00 0.41
-1.39 -0.46 -0.12
-0.21 -0.53 0.21
-0.42 0.33 0.20
-0.60 1.08 -0.38
-1.11 -0.93 -0.47
-2.08 -0.68 -0.75
0.10 0.34 1.57
0.46 0.05 0.03
-1.72 -1.65 -0.41
0.14 0.03 0.97
1.08 0.39 -0.85
-0.31 0.13 -0.24
-0.10 -0.70 0.51
-2.23 -0.60 -0.45
0.88 1.14 -0.22
-0.27 -0.07 -0.13
-0.56 -0.16 -0.14
2.32 0.71 0.09
-0.59 0.22 -0.21
-0.89 0.34 -0.34
0.00 1.28 1.24
0.31 0.15 0.94
-0.29 -0.69 -0.68
-0.89 0.60 1.11
-0.10 0.17 -0.87
0.65 -0.63 -0.18
0.21 0.73 -0.08
-0.86 0.20 0.85
0.03 -0.04 -0.86
1.45 0.90 1.04
0.58 0.24 -0.78
-0.54 -0.49 1.25
0.42 -0.34 -2.73
-0.07 0.42 0.10
1.60 0.37 -1.89
-0.35 -1.20 -0.58
-0.57 1.85 1.34
-0.32 -0.36 -0.73
0.66 -0.58 -1.25
-0.44 -0.28 -0.33
0.02 -0.22 -0.46
0.13 -0.20 -0.18
-0.46 0.28 -0.78
0.80 -0.17 1.10
0.14 1.24 -0.57
0.80 0.18 -0.01
-1.21 0.21 -0.21
0.10 -0.48 0.72
-0.07 0.12 0.10
-0.15 0.67 0.22
0.09 -0.39 0.10
-0.05 -0.24 -0.41
0.57 0.09 -0.03
0.19 -0.32 0.29
0.09 -0.30 0.35
0.39 0.09 0.24
0.21 -0.61 -0.64
0.29 -0.45 -0.65
0.46 -0.27 -0.22
0.29 0.01 -0.42
0.08 -0.03 0.09
-1.26 -0.81 0.77
-0.79 -0.15 0.06
0.37 0.45 0.54
-0.33 0.17 0.64
-1.01 0.31 0.83
-0.95 -0.64 -0.16
0.55 -0.15 0.78
-0.17 0.13 0.05
0.14 0.12 0.52
0.45 0.32 0.00
0.78 -0.40 -0.45
0.18 0.11 0.43
0.04 -0.39 -0.02
-0.08 0.46 0.10
0.35 0.14 -0.51
0.40 -0.30 0.52
-0.89 -0.28 0.39
0.15 -0.78 1.31
0.85 -1.21 -2.17
1.26 1.47 0.20
-1.06 0.25 0.26
-0.27 0.02 -0.29
-0.03 -0.70 0.63
0.15 0.35 -0.78
0.65 0.22 -0.02
-0.16 -0.07 -0.24
0.86 0.92 0.31
-0.80 -0.96 -0.72
-0.19 1.30 1.10
2.44 -1.48 1.41
0.65 0.97 -0.54
0.26 -1.19 -0.81
0.19 0.11 0.13
-0.24 -0.04 -0.38
-0.12 0.18 -0.29
-0.66 0.92 0.53
-0.19 0.04 0.70
-0.50 -0.60 0.03
-0.44 -0.52 0.17
0.36 -0.17 -0.08
-0.27 -0.06 -0.16
-0.21 0.04 0.03
0.33 -0.14 -0.39
-1.05 0.23 -0.86
-0.33 0.02 0.26
-1.48 0.53 0.32